(1)
{
  "formula": "C4H14N3O",
  "method": "ωB97M-V with the def2-TZVPD basis set",
  "orbital_gap_ha": 0.1663,
  "max_force_ha_per_bohr": 0.05951,
  "relative_energy_kcal_mol": 185.9,
  "spin_multiplicity": 1,
  "homo_energy_ev": -13.594,
  "total_charge": 1,
  "lumo_ev": -9.068,
  "species": ["C", "C", "C", "N", "C", "N", "N", "H", "H", "H", "H", "H", "H", "H", "H", "H", "H", "H", "H", "H", "H", "O"],
  "xyz": [[-0.15283, 0.72629, 2.08894], [0.56476, 1.54032, 0.98629], [0.79178, 0.75059, -0.31976], [1.00245, -1.24713, -2.20145], [-0.14408, -0.31078, -2.22451], [-0.39359, 0.18902, -0.86635], [-1.58218, 0.76078, 1.92826], [0.09531, 1.16999, 3.05995], [0.29199, -0.29352, 2.10426], [-0.02817, 2.42977, 0.78072], [1.54097, 1.82075, 1.38382], [1.30455, 1.34300, -1.07597], [1.49320, -0.08711, -0.08390], [-1.05500, -0.79785, -2.58350], [0.07879, 0.52397, -2.88815], [-0.57433, -0.63683, -0.19610], [1.09152, -1.76869, -3.07223], [-1.90268, 0.22254, 1.12653], [-2.07154, 0.45075, 2.75924], [0.90187, -1.85052, -1.38865], [-0.46509, -2.56612, 0.81545], [-0.04412, -1.72212, 0.57495]],
  "forces_ev_per_a": [[-0.42, 1.59, 0.01], [0.15, -1.07, 0.43], [-0.97, 1.67, -0.10], [0.00, 0.60, 0.43], [-0.59, 0.04, -0.56], [2.79, -1.19, -0.42], [0.72, -1.06, 0.22], [-0.08, -0.15, -0.05], [-0.16, -0.38, -0.18], [0.07, 0.00, -0.08], [-0.02, 0.07, -0.23], [0.24, -0.03, -0.12], [-0.09, -0.31, -0.09], [-0.11, 0.07, 0.14], [0.08, 0.10, 0.10], [-1.23, -1.19, 0.83], [-0.17, 0.05, 0.32], [-0.22, 0.35, -0.04], [-0.09, 0.12, 0.01], [0.03, -0.37, -0.38], [-0.21, 0.14, -0.23], [0.28, 0.96, -0.01]],
  "lowdin_charge": [-0.242, -0.106, -0.178, 0.063, -0.210, 0.100, 0.096, 0.137, 0.126, 0.134, 0.128, 0.149, 0.178, 0.131, 0.132, 0.042, 0.104, 0.084, 0.108, 0.061, 0.063, -0.102]
}

---

(2)
{
  "formula": "C24H23N2O5",
  "method": "ωB97M-V with the def2-TZVPD basis set",
  "orbital_gap_ha": 0.1868,
  "max_force_ha_per_bohr": 0.07099,
  "spin_multiplicity": 1,
  "homo_energy_ev": -3.247,
  "total_charge": -1,
  "lumo_ev": 1.835,
  "species": ["C", "C", "C", "N", "C", "N", "C", "C", "C", "C", "C", "C", "H", "H", "H", "H", "H", "H", "C", "C", "O", "C", "C", "C", "O", "O", "C", "C", "C", "C", "C", "C", "O", "C", "C", "C", "O", "H", "H", "H", "H", "H", "H", "H", "H", "H", "H", "H", "H", "H", "H", "H", "H", "H"],
  "xyz": [[-0.24098, 1.73811, 0.50929], [0.89827, 2.49165, 0.27324], [2.18225, 2.02247, -0.04255], [3.33125, 1.93319, -0.27187], [0.96317, 3.88344, 0.61110], [1.10261, 5.02079, 0.86614], [-1.56805, 2.34052, 0.57367], [-1.87967, 3.60938, 0.03473], [-3.09827, 4.22462, 0.32619], [-4.08753, 3.52538, 1.03098], [-3.84540, 2.21202, 1.46441], [-2.59950, 1.62352, 1.23510], [-0.17807, 0.80769, 1.09646], [-1.14390, 4.10159, -0.61059], [-3.28262, 5.25201, -0.00028], [-5.05705, 3.98390, 1.22186], [-4.61820, 1.63541, 1.98104], [-2.38629, 0.60261, 1.57003], [5.10256, -0.46106, 0.05330], [3.93462, -0.72488, 0.94085], [2.78169, -0.80884, 0.04886], [1.61282, -0.59004, 0.66752], [0.38879, -0.64300, -0.20786], [0.34857, 0.01339, -1.53026], [-0.63509, 0.16294, -2.24669], [1.55073, 0.46059, -1.91717], [1.53292, 1.00565, -3.25007], [2.94261, 1.41404, -3.48992], [-0.62616, -1.57459, 0.15450], [-1.82664, -1.67971, -0.60312], [-2.72341, -2.70142, -0.40267], [-2.47533, -3.66615, 0.60531], [-3.36288, -4.69479, 0.70566], [-3.08661, -5.72330, 1.68865], [-1.34866, -3.51312, 1.45346], [-0.48245, -2.44850, 1.27106], [1.54978, -0.38620, 1.87968], [6.03539, -0.42491, 0.62734], [5.16795, -1.24971, -0.70581], [4.93920, 0.51054, -0.43476], [4.01366, -1.68366, 1.46190], [3.79533, 0.07050, 1.67701], [1.21502, 0.22304, -3.94551], [0.82783, 1.83888, -3.30114], [3.03987, 1.89066, -4.46235], [3.29295, 2.08980, -2.71043], [3.58425, 0.53144, -3.48091], [-2.02696, -0.94499, -1.36990], [-3.59813, -2.82012, -1.03453], [-3.92517, -6.41179, 1.59775], [-2.14483, -6.24244, 1.45888], [-3.04965, -5.29470, 2.70004], [-1.17045, -4.22465, 2.25996], [0.33387, -2.30722, 1.97242]],
  "forces_ev_per_a": [[-0.29, 0.06, 2.25], [-0.72, 0.33, 0.22], [3.64, 0.20, 0.07], [-2.58, 0.52, 0.63], [0.05, 2.40, -0.34], [-0.32, -2.27, -0.33], [-0.95, 0.09, -0.15], [0.09, -0.16, 0.12], [-0.02, -0.27, -0.06], [0.33, -0.34, 0.05], [0.24, 0.06, -0.25], [0.33, 0.36, -0.04], [0.02, 0.93, -0.74], [-0.36, -0.06, 0.42], [0.03, -0.42, -0.02], [0.24, -0.03, -0.01], [0.23, 0.28, -0.20], [-0.10, 0.37, -0.06], [0.47, 0.19, -0.54], [-0.46, -0.13, -0.19], [0.26, -0.14, 0.98], [-0.92, -0.15, -0.39], [1.73, 0.53, -1.61], [-0.15, -1.53, 1.56], [0.02, 0.14, -0.18], [-0.26, 0.20, -1.08], [-0.02, -0.17, 0.49], [0.69, 0.17, -0.32], [-1.02, -0.31, 0.85], [0.15, 0.00, 0.23], [0.25, -1.14, 1.00], [1.03, 0.90, 0.02], [-0.20, -1.19, 0.75], [-0.20, 0.91, -0.81], [-1.17, -0.22, -0.49], [-0.10, 0.29, -0.73], [-0.10, -0.23, -0.68], [-0.10, -0.07, -0.06], [0.15, 0.15, 0.08], [0.28, -0.50, 0.09], [-0.04, 0.09, 0.07], [-0.11, -0.15, -0.18], [-0.12, 0.16, 0.04], [0.03, -0.09, -0.04], [0.05, 0.12, -0.15], [-0.02, 0.01, -0.10], [0.07, 0.03, 0.04], [0.11, -0.19, 0.08], [0.01, 0.07, 0.12], [0.10, -0.02, 0.11], [-0.17, 0.15, 0.09], [0.00, -0.15, -0.19], [-0.03, 0.26, -0.18], [-0.05, -0.09, -0.24]],
  "lowdin_charge": [0.035, -0.198, -0.175, 0.215, -0.220, 0.135, -0.173, -0.025, -0.080, -0.094, -0.083, -0.006, 0.104, 0.113, 0.102, 0.094, 0.101, 0.119, -0.100, -0.237, -0.016, -0.485, -0.090, -0.494, 0.028, -0.058, -0.225, -0.082, -0.177, -0.026, -0.017, -0.298, -0.118, -0.085, -0.040, -0.022, 0.052, 0.073, 0.077, 0.040, 0.121, 0.112, 0.124, 0.124, 0.070, 0.055, 0.081, 0.094, 0.108, 0.080, 0.091, 0.085, 0.090, 0.102]
}

---

(3)
{
  "formula": "C25H28CeF5O2",
  "method": "ωB97M-V with the def2-TZVPD basis set",
  "orbital_gap_ha": [0.2252, 0.2293],
  "max_force_ha_per_bohr": 0.12057,
  "relative_energy_kcal_mol": 97.0,
  "spin_multiplicity": 1,
  "homo_energy_ev": [-10.835, -10.834],
  "total_charge": 1,
  "lumo_ev": [-4.705, -4.593],
  "species": ["O", "C", "C", "H", "H", "C", "H", "H", "C", "H", "H", "H", "C", "H", "H", "H", "Ce", "C", "C", "C", "H", "C", "C", "H", "H", "H", "H", "C", "C", "C", "H", "C", "C", "H", "H", "H", "H", "O", "C", "C", "H", "H", "C", "H", "H", "C", "H", "H", "H", "H", "F", "C", "C", "C", "F", "C", "F", "C", "F", "C", "F"],
  "xyz": [[-0.11606, -1.70585, -1.43361], [1.09908, -2.62261, -1.06582], [1.35605, -3.17716, -2.42148], [0.81335, -3.26794, -0.24193], [1.91844, -2.00407, -0.75248], [-0.00082, -2.52278, -2.76656], [1.46337, -4.26429, -2.48923], [2.20090, -2.71022, -2.96452], [-1.14589, -3.50958, -2.87041], [-1.11208, -4.24523, -2.06947], [-1.21853, -4.10369, -3.80629], [-2.07854, -2.93227, -2.84228], [-0.04733, -1.66961, -4.04826], [0.83159, -0.99652, -4.11719], [-1.03863, -1.15560, -4.07280], [-0.02334, -2.29403, -4.98451], [-1.12753, -0.13995, -0.00279], [-1.79020, 2.89178, 0.32554], [-0.59217, 2.97372, 1.06726], [0.46828, 2.53120, 0.25054], [-0.50814, 3.33068, 2.09401], [-0.07221, 2.22765, -1.03775], [-1.46182, 2.45580, -0.98865], [-2.11311, 2.40691, -1.87798], [-2.78901, 3.15101, 0.71532], [1.52043, 2.57786, 0.51542], [0.45422, 1.93237, -1.94703], [-3.32345, 0.62778, 0.78067], [-3.37939, 0.66583, -0.65111], [-3.21768, -0.67020, -1.14027], [-3.49479, 1.53599, -1.28167], [-3.20407, -1.54625, 0.00970], [-3.25119, -0.74179, 1.20598], [-3.11719, -1.07584, 2.23997], [-3.23292, 1.47846, 1.43998], [-3.10504, -0.96174, -2.18335], [-3.23209, -2.63345, -0.05390], [3.87263, -0.99511, -0.64493], [2.98477, 0.09370, -1.17363], [3.64634, 1.47196, -0.81962], [1.97440, 0.12713, -0.67095], [2.88794, -0.06839, -2.25534], [4.50619, 1.13873, 0.44382], [2.98163, 2.40235, -0.74126], [4.43460, 1.72154, -1.58631], [4.48295, -0.38730, 0.51562], [4.18202, 1.59273, 1.36681], [5.53668, 1.51566, 0.27231], [4.03843, -0.86898, 1.40143], [5.45818, -0.84992, 0.39644], [-3.24496, 2.75474, 2.93891], [-2.26751, 1.93583, 3.45318], [-1.53965, 1.04529, 2.69538], [-0.51670, 0.32414, 3.23311], [0.22444, -0.53915, 2.40749], [-0.19932, 0.44512, 4.59534], [0.76552, -0.30358, 5.17343], [-0.98441, 1.30561, 5.36804], [-0.78449, 1.34971, 6.69860], [-2.00538, 2.07590, 4.81318], [-2.76680, 2.87593, 5.58590]],
  "forces_ev_per_a": [[1.74, -2.40, -1.59], [0.57, 1.15, 1.63], [-0.60, 0.59, -0.46], [-0.27, -0.30, -0.24], [0.15, 0.40, 0.47], [-0.63, -0.79, -2.74], [-0.48, 0.27, -0.07], [-0.44, -0.12, 0.55], [-0.70, -0.17, 0.34], [-0.22, 0.07, 0.25], [0.66, 0.64, 0.38], [0.01, -0.29, 0.25], [0.04, 0.32, 0.12], [-0.77, -0.01, 0.12], [0.91, 0.08, -0.05], [0.05, 0.22, 1.18], [3.86, 4.23, 2.37], [0.04, 0.43, 0.10], [-0.31, -0.14, -0.34], [-0.03, -0.23, -0.46], [0.03, -0.16, -0.48], [0.50, -0.47, -0.17], [0.02, -0.38, -0.74], [0.74, 0.39, 0.70], [0.88, 0.02, -0.52], [-0.34, -0.24, 0.03], [0.08, 0.29, 0.32], [-1.67, -1.00, -0.53], [-1.22, -1.19, 0.31], [-1.13, 0.18, 1.02], [-0.30, -0.43, 0.45], [-0.73, 0.53, 0.24], [-0.66, -0.10, -1.68], [-0.20, 0.10, -0.53], [-0.80, -0.59, -0.53], [-0.27, 0.02, 0.28], [0.35, 0.29, 0.13], [-2.31, 3.18, -0.87], [0.44, 0.29, 0.58], [1.20, 0.25, -0.67], [0.68, -0.53, -0.35], [-0.15, -0.01, 0.36], [0.25, 0.02, -0.64], [0.77, -1.74, -0.09], [-1.14, -0.25, 0.37], [1.04, -1.90, 0.05], [-0.42, 0.08, 0.25], [-0.63, -0.36, 0.17], [-0.12, 0.72, -0.02], [0.55, 0.43, 0.71], [0.45, -0.56, 0.13], [0.39, -0.11, 0.80], [0.84, -1.12, -1.28], [-0.61, 1.02, 1.63], [-0.26, 0.06, -0.01], [0.19, -0.63, -0.48], [-0.53, 0.55, -0.23], [0.22, -0.18, 0.65], [0.03, 0.06, -0.64], [-0.44, 0.03, -0.10], [0.70, -0.51, -0.40]],
  "lowdin_charge": [-0.286, -0.071, -0.049, 0.143, 0.079, -0.466, 0.139, 0.136, -0.015, 0.097, 0.118, 0.080, -0.003, 0.093, 0.097, 0.119, 1.431, -0.107, -0.076, -0.108, 0.130, -0.213, -0.207, 0.124, 0.133, 0.092, 0.115, -0.181, -0.150, -0.171, 0.114, -0.143, -0.111, 0.145, 0.067, 0.123, 0.135, -0.169, -0.165, -0.142, 0.086, 0.120, -0.144, 0.111, 0.122, -0.193, 0.100, 0.119, 0.123, 0.119, 0.054, -0.212, -0.054, -0.205, -0.019, -0.117, 0.107, -0.119, 0.118, -0.117, 0.123]
}

---

It is found that the DFT total energy values, taken in the order of the records, are -10880.101, -38477.614, -56976.886 eV.